58
Properties=species:S:1:pos:R:3 method="wB97M-V/def2-TZVPD" charge=-2 homo_energy_ev=-1.3 relative_energy_kj_mol=54.0
Ir -0.533 -0.628 -0.495
C 4.555 -3.472 1.184
C 3.639 -2.281 1.375
C 2.297 -2.637 1.956
O 3.592 -1.622 0.070
P 2.406 -1.088 -0.821
S 0.883 -2.383 -1.143
S 1.483 0.544 -0.117
O 3.187 -0.874 -2.200
C 4.448 -0.178 -2.351
C 4.584 1.027 -1.437
C 5.599 -1.157 -2.209
H 4.719 -3.959 2.148
H 5.522 -3.167 0.783
H 4.101 -4.196 0.504
H 4.085 -1.520 2.014
H 1.820 -3.469 1.432
H 1.613 -1.783 1.980
H 2.473 -2.915 2.997
H 4.403 0.166 -3.388
H 4.629 0.736 -0.386
H 3.746 1.711 -1.560
H 5.509 1.553 -1.684
H 5.712 -1.473 -1.174
H 6.523 -0.676 -2.539
H 5.427 -2.037 -2.830
Se 2.984 0.382 3.772
Sb 0.641 0.989 3.454
Se -0.886 -0.623 1.922
Se 0.403 3.238 2.536
Se -0.892 0.419 5.274
C -4.247 -3.377 -0.094
Si -3.722 -1.770 -0.937
C -4.430 -0.354 0.084
C -4.599 -1.725 -2.617
O -2.140 -1.750 -1.137
H -5.334 -3.487 -0.040
H -3.846 -3.401 0.922
H -3.836 -4.234 -0.634
H -5.496 -0.519 0.272
H -4.325 0.602 -0.434
H -3.910 -0.276 1.042
H -5.676 -1.894 -2.527
H -4.182 -2.491 -3.276
H -4.446 -0.754 -3.095
N -1.593 1.075 -0.359
C -1.944 2.149 -0.163
C -2.540 3.430 0.073
C -2.607 4.369 -0.953
C -3.178 5.607 -0.710
C -3.667 5.906 0.555
C -3.588 4.971 1.577
C -3.019 3.728 1.347
H -2.204 4.120 -1.925
H -3.228 6.343 -1.502
H -4.098 6.881 0.748
H -3.930 5.216 2.574
H -2.892 3.009 2.144